(1)
C9H7N5O2S3W | the ωB97M-V functional and the def2-TZVPD basis

Structure (XYZ):
```
27
Properties=species:S:1:pos:R:3
W -0.443 -1.064 -0.541
C -0.685 3.267 0.499
C -0.864 1.854 0.075
N 0.080 0.941 0.111
O 1.318 1.377 0.563
C -2.122 1.344 -0.410
C -3.408 2.101 -0.425
N -1.917 0.118 -0.764
O -2.521 -0.930 -1.139
H 0.286 3.395 0.966
H -1.466 3.541 1.205
H -0.761 3.931 -0.362
H 1.848 0.587 0.758
H -3.344 2.963 -1.087
H -3.630 2.453 0.580
H -4.223 1.461 -0.753
S -2.358 -4.617 1.511
C -1.494 -3.424 0.785
S -1.211 -1.871 1.588
S -0.790 -3.517 -0.773
N 1.466 -1.431 -0.394
C 2.616 -1.714 -0.394
C 3.929 -2.002 -0.350
C 4.727 -1.880 -1.500
N 5.377 -1.783 -2.440
C 4.538 -2.402 0.854
N 5.049 -2.698 1.837
```

Computed properties:
* E_HOMO (alpha / beta): -0.3095 / -0.3097 hartree
* 2S+1: 3
* LUMO energy (alpha / beta): -2.25 / -2.91 eV
* E_tot: -55318.2640 eV

Atom charges from the Mulliken analysis, given in e for atoms 1 to 2: W 0.608; C -1.315

---

(2)
C7H10NP | the ωB97M-V functional and the def2-TZVPD basis

Structure (XYZ):
```
19
Properties=species:S:1:pos:R:3
C 3.213 0.633 -0.333
C 3.147 -0.362 0.655
C 2.117 0.876 -1.144
C 2.122 -1.186 0.770
C 0.987 0.047 -1.065
C 0.996 -0.934 -0.043
C -3.694 -0.881 -0.288
N -3.586 1.888 0.207
P -3.404 0.445 0.781
H 4.003 1.418 -0.427
H 3.817 -0.445 1.442
H 2.118 1.713 -1.774
H 2.006 -1.902 1.495
H 0.073 0.343 -1.638
H -4.023 -0.759 -1.265
H -3.365 -1.916 -0.083
H -3.850 2.735 0.722
H 0.154 -1.650 -0.057
H -2.829 -0.062 2.044
```

Computed properties:
* E_HOMO: -0.3097 hartree
* 2S+1: 1
* energy relative to the best compared isomer or geometry (same formula, charge and spin): 180.0 kJ/mol
* LUMO energy: 0.31 eV
* E_tot: -18196.7377 eV

Atom charges from the Mulliken analysis, given in e for atoms 1 to 2: C -0.466; C -0.209

---

(3)
C3H4N2O | the ωB97M-V functional and the def2-TZVPD basis

Structure (XYZ):
```
10
Properties=species:S:1:pos:R:3
C 0.229 0.234 0.864
C 0.502 -0.844 -0.130
C -0.120 -0.484 -1.188
H 1.335 0.023 2.316
H 1.556 -1.365 0.013
H -0.469 -0.749 -2.296
H -1.885 0.888 -1.034
N 0.614 0.597 1.989
N -0.886 0.684 -0.924
O -0.876 1.017 0.390
```

Computed properties:
* E_HOMO: -0.3107 hartree
* SMILES string: [H]/N=c1\cc[nH]o1
* 2S+1: 1
* energy relative to the best compared isomer or geometry (same formula, charge and spin): 406.3 kJ/mol
* LUMO energy: 0.83 eV
* E_tot: -8199.6748 eV

Atom charges from the Mulliken analysis, given in e for atoms 1 to 2: C 0.604; C -0.382

---

(4)
C9H15NO | the ωB97M-V functional and the def2-TZVPD basis

Structure (XYZ):
```
26
Properties=species:S:1:pos:R:3
C -1.105 1.050 -0.427
C 0.588 -0.447 0.336
C 0.403 0.665 1.552
C -0.432 -0.027 -0.808
C -0.620 1.591 0.924
C 0.450 -1.850 0.845
C -0.691 3.131 1.306
C -1.035 0.584 2.027
C 1.276 -1.719 -2.830
N -0.010 -1.885 -2.165
O -0.538 -0.593 -2.019
H -1.877 1.632 -0.970
H 1.729 -0.332 0.049
H 1.223 -2.426 0.139
H -0.617 -2.182 0.536
H 0.753 -2.135 1.873
H 0.061 3.296 2.187
H -1.694 3.575 1.533
H -0.387 3.799 0.461
H -1.394 1.033 2.963
H 1.188 0.792 2.255
H -1.561 -0.286 1.755
H 1.616 -2.230 -3.702
H 1.356 -0.637 -3.104
H 1.988 -1.925 -2.051
H -0.669 -2.475 -2.665
```

Computed properties:
* E_HOMO: -0.2911 hartree
* SMILES string: CNOC1=C[C@@]2(C)C[C@H]2[C@H]1C
* 2S+1: 1
* energy relative to the best compared isomer or geometry (same formula, charge and spin): 542.2 kJ/mol
* LUMO energy: 0.98 eV
* E_tot: -13108.7088 eV

Atom charges from the Mulliken analysis, given in e for atoms 1 to 2: C -1.114; C 0.373

---

(5)
C5H11IN | the ωB97M-V functional and the def2-TZVPD basis

Structure (XYZ):
```
18
Properties=species:S:1:pos:R:3
C 0.546 -0.622 -2.099
C 0.756 -0.505 -0.831
C -0.818 1.971 -0.002
C 0.033 -1.588 1.095
C -1.095 0.569 0.486
N 0.212 -0.302 0.445
I 3.969 0.087 0.099
H 1.435 -1.064 -2.738
H -0.399 -0.713 -2.681
H -1.791 2.647 -0.150
H -0.132 2.644 0.699
H -0.481 1.986 -0.975
H 0.049 -1.455 2.179
H -0.845 -2.150 0.864
H 0.899 -2.332 0.950
H -1.907 0.041 0.014
H -1.248 0.549 1.593
H 0.816 0.236 1.051
```

Computed properties:
* total charge: +1
* E_HOMO (alpha / beta): -0.4695 / -0.4700 hartree
* 2S+1: 1
* energy relative to the best compared isomer or geometry (same formula, charge and spin): 521.2 kJ/mol
* LUMO energy (alpha / beta): -7.00 / -7.00 eV
* E_tot: -14941.8791 eV

Atom charges from the Mulliken analysis, given in e for atoms 1 to 2: C -0.636; C -0.095

---

(6)
HgI | the ωB97M-V functional and the def2-TZVPD basis

Structure (XYZ):
```
2
Properties=species:S:1:pos:R:3
Hg -28.644 28.802 -29.353
I -27.292 26.263 -29.796
```

Computed properties:
* total charge: +1
* E_HOMO: -0.5622 hartree
* 2S+1: 1
* energy relative to the best compared isomer or geometry (same formula, charge and spin): 42.4 kJ/mol
* LUMO energy: -9.15 eV
* E_tot: -12266.4321 eV

Taken from the Mulliken analysis, the atomic charges in e are: Hg 0.700; I 0.300